Molecular formula: C9H8N2O2
Method: DFT, the ωB97M-V functional and the def2-TZVPD basis

XYZ file:
```
21
Properties=species:S:1:pos:R:3:forces:R:3:mulliken_charge:R:1
C 0.37370 1.29109 0.90408 0.5891 0.4491 0.0939 0.002
C -0.12073 0.18514 0.76004 0.2147 0.4569 1.5609 -0.249
C 1.16226 2.29371 0.37848 1.2401 0.6349 -0.3992 -0.530
C 0.81170 1.07224 -1.61077 -0.0286 1.6854 -0.0021 0.116
C 1.30083 2.25526 -1.02372 -0.0465 0.1355 2.7845 0.446
C -0.94908 -2.06026 2.43951 -1.8900 -1.6169 0.4523 -0.415
C 1.95676 3.28885 -1.81223 -0.3824 0.2530 1.2564 0.522
C -0.73719 -0.93622 0.41000 -2.2441 -0.2502 -4.4319 0.216
C -1.94357 -2.96474 0.60548 -0.1864 -2.0846 -3.6349 -1.014
N 0.23882 0.19466 -2.05426 -0.4085 -1.6370 -1.3614 -0.557
N -1.24873 -1.90294 1.16718 2.1226 0.5324 3.1989 0.094
O 2.04984 4.43532 -1.50638 0.1139 1.0409 0.5328 -0.568
O 2.46976 2.82363 -2.91340 1.6062 2.7186 -1.9306 -0.432
H 1.77311 2.97558 1.04310 -1.1144 -0.4448 -1.1467 0.356
H 2.24912 1.94560 -2.95237 -0.5020 -3.6531 -0.7780 0.284
H -1.61221 -2.88211 2.86568 1.6869 1.4235 0.2374 0.194
H -0.24849 -1.39066 2.89527 -0.0440 0.0506 0.4630 0.283
H -1.11698 -0.88657 -0.68902 0.8159 -0.5616 2.0924 0.158
H -2.74058 -3.39344 1.15290 -0.4367 -0.1632 1.1944 0.414
H -1.27275 -3.78613 0.20762 -0.4893 0.9509 0.7887 0.324
H -2.39558 -2.55801 -0.26720 -0.6165 0.0795 -0.9709 0.355
```
Forces are in eV/Å.

As for the HOMO-LUMO gap (spin up / spin down): 6.26 / 6.47 eV. The multiplicity is 1. The lowest unoccupied orbital energy (spin up / spin down) comes out at -1.25 / -0.95 eV. As for the HOMO energy (spin up / spin down): -7.5 / -7.4 eV. The calculation puts the relative energy (zero: lowest compared OMol25 entry of this formula, charge and spin) at 155.6 kcal per mole.